Entry 1:
Entry from OMol25: a 5-piece molecular cluster, C33H71N2O18P4 overall in a non-equilibrium geometry (wB97M-V/def2-TZVPD).

Each line ends with the Löwdin charge.
Element x y z (Å)
C  8.687  1.213  -5.397  -0.021
C  7.371  1.078  -4.410  -0.233
O  7.175  -0.165  -3.886  -0.030
N  6.431  2.169  -3.997  0.002
C  6.980  3.559  -4.115  -0.266
C  7.435  4.356  -5.472  -0.055
O  7.103  4.259  -2.952  0.013
C  5.018  2.001  -4.467  -0.021
C  4.195  3.063  -5.463  0.088
C  2.605  2.807  -5.886  0.030
C  1.901  1.457  -5.273  0.022
N  2.643  0.488  -4.380  0.044
C  4.085  0.704  -3.970  0.131
H  8.485  0.927  -6.517  0.109
H  9.256  2.256  -5.278  0.094
H  9.469  0.406  -4.993  0.117
H  6.832  5.369  -5.642  0.114
H  8.562  4.674  -5.339  0.108
H  7.384  3.684  -6.457  0.101
H  4.702  4.037  -5.863  0.096
H  2.038  3.558  -6.582  0.116
H  0.755  1.232  -5.517  0.132
H  2.164  -0.376  -4.013  0.159
H  4.574  -0.079  -3.244  0.132
O  4.721  0.051  -0.526  -0.252
P  4.648  -0.427  0.945  0.794
O  3.123  0.175  1.176  -0.252
C  2.037  -0.588  0.677  -0.303
C  1.779  -1.803  1.549  -0.074
O  5.539  0.869  1.498  -0.260
C  6.545  1.453  0.679  -0.287
C  5.999  2.690  -0.013  -0.073
O  4.565  -0.961  2.589  -0.273
C  4.676  -0.100  3.720  -0.278
C  3.636  1.003  3.818  -0.071
H  2.231  -0.888  -0.357  0.095
H  1.158  0.058  0.678  0.119
H  2.612  -2.509  1.494  0.069
H  0.870  -2.321  1.229  0.077
H  1.666  -1.512  2.600  0.083
H  6.940  0.724  -0.039  0.104
H  7.379  1.736  1.329  0.121
H  5.035  2.507  -0.505  0.070
H  6.708  3.058  -0.760  0.052
H  5.828  3.486  0.726  0.084
H  5.691  0.305  3.785  0.116
H  4.558  -0.747  4.598  0.109
H  3.766  1.761  3.037  0.070
H  3.712  1.517  4.781  0.086
H  2.622  0.601  3.724  0.075
O  1.223  -4.040  5.694  -0.228
P  1.586  -4.646  7.072  0.785
O  1.539  -3.184  7.846  -0.258
C  0.264  -2.670  8.197  -0.299
C  -0.312  -3.413  9.388  -0.083
O  3.212  -4.710  6.709  -0.266
C  3.643  -4.925  5.370  -0.290
C  4.001  -3.600  4.719  -0.082
O  1.992  -5.322  8.612  -0.271
C  3.267  -5.194  9.235  -0.284
C  3.728  -3.774  9.515  -0.079
H  -0.413  -2.728  7.340  0.106
H  0.396  -1.617  8.450  0.120
H  -0.535  -4.452  9.132  0.070
H  -1.238  -2.938  9.727  0.080
H  0.401  -3.428  10.221  0.079
H  2.884  -5.470  4.795  0.106
H  4.530  -5.565  5.406  0.118
H  3.218  -2.842  4.849  0.070
H  4.185  -3.733  3.650  0.073
H  4.912  -3.192  5.180  0.081
H  4.020  -5.750  8.667  0.112
H  3.180  -5.712  10.199  0.123
H  3.954  -3.226  8.594  0.069
H  4.641  -3.779  10.119  0.083
H  2.963  -3.209  10.058  0.073
O  -0.697  -2.342  -3.510  -0.240
P  -1.977  -1.572  -3.102  0.777
O  -2.840  -2.953  -2.802  -0.250
C  -2.614  -3.609  -1.566  -0.292
C  -3.266  -2.854  -0.423  -0.079
O  -2.424  -1.310  -4.687  -0.263
C  -1.436  -1.154  -5.698  -0.307
C  -1.233  -2.467  -6.435  -0.067
O  -3.407  -0.713  -2.647  -0.266
C  -4.573  -0.603  -3.460  -0.274
C  -5.242  -1.914  -3.840  -0.071
H  -1.539  -3.724  -1.391  0.105
H  -3.049  -4.607  -1.643  0.124
H  -2.786  -1.884  -0.269  0.068
H  -3.190  -3.424  0.509  0.083
H  -4.325  -2.665  -0.634  0.079
H  -0.497  -0.775  -5.275  0.067
H  -1.794  -0.393  -6.398  0.118
H  -1.085  -3.314  -5.754  0.079
H  -0.373  -2.403  -7.106  0.076
H  -2.125  -2.698  -7.034  0.086
H  -4.356  0.002  -4.346  0.114
H  -5.293  -0.021  -2.872  0.103
H  -4.629  -2.503  -4.531  0.070
H  -6.198  -1.725  -4.338  0.088
H  -5.432  -2.532  -2.956  0.074
O  -8.777  2.314  -2.979  -0.225
P  -9.525  3.230  -1.979  0.786
O  -8.294  4.334  -1.906  -0.258
C  -8.188  5.266  -2.970  -0.300
C  -9.261  6.332  -2.869  -0.083
O  -9.117  2.279  -0.673  -0.267
C  -8.960  0.873  -0.826  -0.290
C  -7.489  0.526  -0.977  -0.079
O  -10.360  4.254  -0.862  -0.270
C  -10.043  4.360  0.523  -0.284
C  -8.632  4.825  0.845  -0.080
H  -8.246  4.747  -3.932  0.106
H  -7.202  5.729  -2.899  0.119
H  -10.256  5.904  -3.025  0.070
H  -9.103  7.111  -3.621  0.079
H  -9.258  6.797  -1.876  0.078
H  -9.556  0.501  -1.668  0.107
H  -9.357  0.395  0.075  0.119
H  -6.986  1.144  -1.732  0.064
H  -7.367  -0.526  -1.249  0.074
H  -6.965  0.703  -0.027  0.082
H  -10.278  3.422  1.035  0.112
H  -10.739  5.104  0.931  0.123
H  -7.881  4.075  0.575  0.069
H  -8.527  5.013  1.919  0.083
H  -8.387  5.748  0.311  0.072

## Properties
Energy, eV: -112338.5636
Total charge: +1
Gap between HOMO and LUMO, eV: 5.91
HOMO energy, eV: -10.83

***

Entry 2:
Entry from OMol25: C33H71N4O6Tl as an isolated structure in a non-equilibrium geometry (wB97M-V/def2-TZVPD).

Each line ends with the Löwdin charge.
Element x y z (Å)
Tl  4.254  19.413  0.050  0.982
C  9.697  17.030  -4.855  0.016
C  8.551  17.627  -4.020  -0.717
O  7.703  16.888  -3.532  0.138
O  8.405  18.835  -3.860  0.140
H  9.916  17.648  -5.726  0.081
H  9.450  16.025  -5.199  0.083
H  10.673  17.035  -4.370  0.083
C  0.328  18.090  -6.521  -0.043
C  0.934  17.503  -5.191  -0.456
C  1.016  15.975  -5.191  -0.157
O  1.202  15.658  -3.765  -0.194
C  1.630  14.349  -3.520  -0.141
N  2.116  18.171  -4.800  0.026
H  0.983  18.804  -7.019  0.066
H  -0.607  18.588  -6.260  0.071
H  0.102  17.350  -7.288  0.067
H  0.186  17.626  -4.408  0.129
H  1.754  15.641  -5.921  0.126
H  0.029  15.557  -5.391  0.129
H  2.144  13.886  -4.363  0.081
H  0.889  13.591  -3.267  0.080
H  2.278  14.346  -2.643  0.079
H  2.938  18.051  -5.375  0.079
H  1.907  19.159  -4.797  0.071
C  12.825  24.620  -7.338  0.009
C  13.224  25.605  -8.540  -0.429
C  11.909  26.425  -8.821  -0.143
C  11.556  27.474  -7.740  -0.175
C  12.729  28.405  -7.345  -0.129
C  14.087  27.687  -7.165  -0.418
N  14.287  26.554  -8.156  -0.070
O  15.422  25.814  -7.960  0.033
C  15.240  28.735  -7.408  -0.012
C  14.070  27.156  -5.647  -0.008
C  13.591  24.975  -9.936  -0.011
H  13.765  24.160  -7.035  0.068
H  12.021  23.906  -7.516  0.095
H  12.615  25.201  -6.441  0.061
H  11.936  26.938  -9.783  0.116
H  10.971  25.872  -8.853  0.117
H  11.153  26.970  -6.861  0.101
H  10.757  28.080  -8.168  0.112
H  12.572  28.861  -6.367  0.119
H  12.823  29.032  -8.232  0.118
H  14.969  29.016  -8.426  0.077
H  15.243  29.643  -6.806  0.093
H  16.198  28.223  -7.495  0.082
H  14.713  27.831  -5.083  0.082
H  13.137  27.354  -5.118  0.077
H  14.387  26.122  -5.514  0.067
H  14.041  25.744  -10.565  0.092
H  12.707  24.634  -10.474  0.080
H  14.224  24.102  -9.780  0.078
H  15.089  25.277  -7.238  0.069
C  11.744  4.298  -3.429  -0.008
C  10.761  4.920  -4.477  -0.422
C  9.304  4.856  -4.039  -0.126
C  8.858  5.849  -2.896  -0.173
C  9.166  7.289  -3.376  -0.102
C  10.710  7.503  -3.844  -0.472
N  11.033  6.406  -4.807  -0.033
O  12.192  6.569  -5.497  0.068
C  10.674  8.851  -4.564  -0.042
C  11.592  7.649  -2.644  -0.023
C  10.943  4.106  -5.798  -0.031
H  11.977  3.238  -3.530  0.096
H  11.685  4.596  -2.382  0.070
H  12.635  4.914  -3.550  0.079
H  8.659  5.228  -4.835  0.115
H  8.956  3.855  -3.786  0.128
H  9.205  5.551  -1.907  0.103
H  7.829  5.790  -2.541  0.109
H  9.021  7.827  -2.440  0.114
H  8.496  7.550  -4.195  0.119
H  10.092  9.632  -4.074  0.104
H  11.676  9.079  -4.926  0.083
H  10.231  8.686  -5.547  0.086
H  12.630  7.900  -2.865  0.100
H  11.158  8.358  -1.938  0.100
H  11.588  6.719  -2.075  0.073
H  11.977  3.934  -6.095  0.086
H  10.377  4.538  -6.623  0.088
H  10.549  3.091  -5.741  0.091
H  11.934  7.313  -6.047  0.115
C  10.558  16.432  -16.721  -0.016
C  9.729  15.902  -15.450  -0.484
C  10.594  14.936  -14.584  -0.081
C  10.222  14.905  -13.000  -0.150
C  10.183  16.285  -12.360  -0.154
C  9.144  17.068  -13.150  -0.466
N  9.403  17.131  -14.648  0.007
O  8.417  17.958  -15.302  0.013
C  7.705  16.642  -12.643  -0.019
C  9.184  18.459  -12.534  -0.065
C  8.529  15.218  -15.997  -0.046
H  11.211  15.711  -17.213  0.088
H  11.250  17.214  -16.405  0.076
H  9.896  16.985  -17.388  0.076
H  10.570  13.912  -14.957  0.113
H  11.608  15.269  -14.805  0.106
H  10.911  14.223  -12.502  0.107
H  9.243  14.434  -12.913  0.101
H  11.188  16.679  -12.210  0.132
H  9.687  15.951  -11.449  0.114
H  6.935  17.364  -12.915  0.085
H  7.398  15.724  -13.142  0.068
H  7.727  16.551  -11.557  0.088
H  8.494  19.134  -13.040  0.086
H  9.111  18.385  -11.449  0.094
H  10.195  18.858  -12.622  0.085
H  7.985  15.842  -16.705  0.085
H  7.763  14.967  -15.264  0.084
H  8.902  14.362  -16.559  0.101
H  8.900  18.735  -15.594  0.114

## Properties
Energy, eV: -58282.2151
Total charge: +2
Gap between HOMO and LUMO, eV: 0.99
HOMO energy, eV: -11.16

***

Entry 3:
Entry from OMol25: C33H72CaF4N5O8S4 as an isolated structure in a non-equilibrium geometry (wB97M-V/def2-TZVPD).

Each line ends with the Löwdin charge.
Element x y z (Å)
Ca  -2.389  -16.591  -16.006  1.644
C  4.387  -13.053  -21.503  -0.124
C  4.824  -13.872  -20.386  -0.248
C  5.021  -13.121  -19.047  -0.187
C  3.850  -12.362  -18.504  -0.088
N  3.980  -11.731  -17.056  -0.188
C  2.598  -11.047  -16.812  -0.078
C  1.590  -12.084  -16.452  -0.162
C  2.420  -13.147  -15.846  -0.142
C  3.948  -12.734  -16.004  -0.112
C  5.273  -10.850  -17.039  -0.031
C  5.567  -9.855  -15.781  -0.206
C  7.051  -9.792  -15.515  -0.098
H  3.304  -12.948  -21.438  0.073
H  4.539  -13.446  -22.508  0.096
H  4.827  -12.059  -21.595  0.093
H  5.839  -14.098  -20.712  0.121
H  4.277  -14.803  -20.244  0.116
H  5.867  -12.445  -19.173  0.122
H  5.219  -13.829  -18.242  0.092
H  2.950  -12.977  -18.519  0.139
H  3.868  -11.464  -19.122  0.132
H  2.922  -10.350  -16.039  0.131
H  2.366  -10.265  -17.535  0.125
H  0.918  -11.725  -15.673  0.139
H  1.036  -12.529  -17.278  0.084
H  2.220  -13.193  -14.775  0.122
H  2.257  -14.115  -16.320  0.079
H  4.407  -12.339  -15.098  0.131
H  4.494  -13.661  -16.179  0.099
H  5.286  -10.298  -17.979  0.134
H  5.991  -11.667  -17.100  0.116
H  5.155  -10.223  -14.842  0.092
H  5.020  -8.912  -15.764  0.111
H  7.462  -10.801  -15.492  0.081
H  7.290  -9.343  -14.551  0.091
H  7.528  -9.150  -16.256  0.089
C  9.628  -18.069  -14.828  -0.114
C  8.758  -19.337  -14.780  -0.209
C  7.378  -18.941  -15.438  -0.159
C  6.516  -17.882  -14.665  -0.057
N  5.161  -17.280  -15.231  -0.180
C  4.086  -18.407  -15.258  -0.076
C  3.131  -18.033  -16.325  -0.135
C  3.859  -17.052  -17.318  -0.106
C  5.280  -16.874  -16.676  -0.093
C  4.720  -16.041  -14.449  -0.120
C  4.833  -16.236  -12.900  -0.196
C  4.002  -15.127  -12.182  -0.072
H  9.018  -17.223  -14.511  0.048
H  10.120  -17.943  -15.792  0.084
H  10.400  -18.029  -14.059  0.082
H  8.664  -19.576  -13.721  0.112
H  9.382  -20.067  -15.296  0.120
H  6.958  -19.942  -15.527  0.110
H  7.638  -18.653  -16.456  0.103
H  7.014  -17.065  -14.142  0.112
H  6.077  -18.425  -13.828  0.120
H  3.544  -18.283  -14.320  0.132
H  4.539  -19.399  -15.290  0.144
H  2.388  -17.341  -15.929  0.093
H  2.606  -18.923  -16.671  0.134
H  3.344  -16.118  -17.540  0.082
H  4.000  -17.437  -18.328  0.119
H  5.721  -15.897  -16.873  0.122
H  5.958  -17.591  -17.139  0.120
H  3.754  -15.647  -14.767  0.116
H  5.365  -15.206  -14.722  0.121
H  5.845  -15.901  -12.673  0.108
H  4.579  -17.224  -12.517  0.117
H  3.009  -15.464  -11.885  0.084
H  4.053  -14.221  -12.785  0.059
H  4.599  -14.817  -11.324  0.085
C  -0.652  -12.159  -22.573  -0.091
C  -0.113  -10.800  -23.008  -0.263
C  -0.502  -9.575  -22.160  -0.122
C  -0.299  -9.730  -20.546  -0.058
N  -1.015  -8.712  -19.608  -0.183
C  -0.506  -8.779  -18.144  -0.100
C  -0.766  -7.426  -17.453  -0.115
C  -0.671  -6.389  -18.624  -0.120
C  -0.490  -7.258  -19.891  -0.076
C  -2.520  -8.788  -19.679  -0.112
C  -3.116  -10.210  -19.525  -0.229
C  -4.405  -10.256  -20.305  -0.080
H  -0.108  -12.446  -21.673  0.055
H  -0.603  -12.906  -23.365  0.090
H  -1.684  -11.863  -22.385  0.079
H  -0.476  -10.708  -24.032  0.117
H  0.957  -10.886  -23.202  0.103
H  -1.490  -9.178  -22.395  0.109
H  0.213  -8.804  -22.448  0.103
H  0.744  -9.533  -20.297  0.111
H  -0.542  -10.763  -20.297  0.093
H  -0.729  -9.698  -17.602  0.132
H  0.568  -8.868  -18.305  0.098
H  -1.726  -7.441  -16.937  0.117
H  0.025  -7.115  -16.770  0.117
H  -1.386  -5.603  -18.864  0.124
H  0.232  -5.795  -18.479  0.115
H  -1.117  -6.841  -20.680  0.135
H  0.549  -7.338  -20.210  0.131
H  -2.801  -8.495  -20.690  0.118
H  -3.027  -8.097  -19.006  0.148
H  -3.276  -10.323  -18.453  0.111
H  -2.477  -11.071  -19.722  0.090
H  -4.275  -10.089  -21.375  0.083
H  -5.039  -9.432  -19.978  0.091
H  -4.879  -11.231  -20.195  0.091
N  -1.776  -15.605  -17.936  -0.491
S  -0.252  -15.167  -18.515  0.615
O  -0.067  -13.738  -18.825  -0.270
O  0.531  -16.162  -19.204  -0.226
F  0.558  -15.299  -17.086  -0.249
S  -2.401  -15.372  -19.255  0.492
O  -2.066  -16.335  -20.342  -0.221
O  -2.773  -13.983  -19.576  -0.255
F  -3.947  -15.923  -18.791  -0.226
N  -4.383  -16.171  -15.164  -0.537
S  -5.501  -16.790  -14.302  0.463
O  -6.667  -17.463  -14.980  -0.256
O  -5.779  -16.249  -12.987  -0.229
F  -4.731  -18.061  -13.847  -0.180
S  -5.154  -14.637  -15.410  0.659
O  -4.970  -13.582  -14.442  -0.228
O  -6.495  -14.736  -16.051  -0.222
F  -4.154  -14.191  -16.661  -0.250

## Properties
Energy, eV: -131837.0860
Relative energy (zero: lowest compared OMol25 entry of this formula, charge and spin), kJ/mol: 689.0
Total charge: +3
Gap between HOMO and LUMO, eV: 7.21
HOMO energy, eV: -15.59

***

Q: total charge of number 2 (C33H71N4O6Tl)?
A: +2

***

Q: Number 1 is which compound?
A: C33H71N2O18P4

***

Q: gap between HOMO and LUMO of number 3 (C33H72CaF4N5O8S4)?
A: 7.21 eV

***

Q: Which formula does entry 2 have?
A: C33H71N4O6Tl